The following is a quantum chemistry calculation of C33H43IrN5O6PS2Si as an isolated structure, from the Open Molecules 2025 dataset.

Its HOMO-LUMO gap (alpha / beta) is 7.7143 / 7.8391 eV. The energy above the lowest of the compared OMol25 structures with the same formula, charge and spin is 0.0 kJ/mol. The expectation value of S² is 0.75. Its energy is -3539.97951 Eh.

The geometry in ORCA input format:
```
! wB97M-V def2-TZVPD RIJCOSX def2/J DEFGRID3
* xyz 1 2
Ir -0.829 1.028 0.122
S 1.461 2.623 3.838
S 2.317 1.117 1.439
P -1.348 1.957 -2.302
Si 2.023 -1.940 -0.877
O -2.638 2.373 0.893
O 1.025 -0.608 -1.060
O -1.363 4.906 4.082
O -1.907 0.656 -1.711
O -1.583 -0.535 1.244
O -0.393 2.626 -1.305
N 0.924 1.252 -3.440
N -2.384 -1.295 0.479
N -3.085 3.770 -1.384
N -1.010 2.813 2.471
N -0.136 1.962 1.788
C 2.373 -2.877 3.698
C 3.316 -1.636 -3.329
C -4.019 -2.877 -1.017
C -3.043 4.068 2.556
C 2.220 -2.268 0.955
C -2.168 3.052 1.968
C -5.207 5.164 2.577
C 1.088 -3.390 -1.631
C -0.447 1.593 -3.834
C 0.299 -3.194 -2.771
C -0.288 -5.524 -2.833
C -1.856 -2.337 -0.174
C 1.156 -4.682 -1.103
C 3.283 -3.428 2.809
C 3.204 -3.129 1.454
C 3.396 0.988 2.888
C -3.454 5.941 4.036
C 1.309 -1.732 1.870
C 3.235 2.262 3.696
C 4.689 -2.739 -1.597
C 1.047 1.914 2.304
C -4.533 -1.782 -0.335
C -2.593 4.952 3.556
C 3.639 -1.646 -1.827
C 1.381 -2.030 3.224
C -4.363 4.192 2.093
C -0.378 -4.246 -3.371
C -2.698 3.123 -2.656
C 0.476 -5.740 -1.695
C -4.739 6.045 3.554
C -2.664 -3.153 -0.936
C 4.234 -0.290 -1.427
C -3.687 -0.993 0.411
H -3.079 6.610 4.798
H 3.527 0.530 -1.576
H -4.728 3.491 1.354
H -0.811 -6.349 -3.301
H -2.213 -3.986 -1.456
H -0.974 -4.072 -4.258
H 5.128 -2.682 -0.601
H -0.520 2.429 -4.539
H 4.213 -1.357 -3.892
H -4.671 -3.507 -1.605
H 0.545 -6.733 -1.269
H -5.393 6.814 3.944
H 1.326 2.019 -2.908
H -2.379 4.460 -1.145
H 0.205 -2.198 -3.193
H -5.583 -1.534 -0.376
H 3.620 2.144 4.708
H 3.731 3.105 3.219
H -0.881 4.157 3.677
H -0.927 0.723 -4.285
H -3.541 2.556 -3.053
H 5.124 -0.079 -2.027
H -6.223 5.236 2.214
H 4.416 0.867 2.529
H -3.956 4.275 -1.506
H 1.499 1.110 -4.261
H 2.999 -2.620 -3.677
H 3.916 -3.595 0.788
H -3.976 -0.116 0.969
H 1.080 -0.137 -1.917
H 4.537 -0.285 -0.376
H 2.531 -0.924 -3.581
H -2.959 2.954 0.135
H 4.281 -3.743 -1.745
H 0.531 -1.059 1.532
H 5.507 -2.612 -2.313
H -0.792 -2.469 -0.059
H -2.384 3.844 -3.416
H 0.658 -1.600 3.906
H 3.109 0.105 3.459
H 2.432 -3.113 4.753
H 1.737 -4.867 -0.207
H 4.055 -4.098 3.166
*
```